A cluster of 5 separate species, C37H65BrF4N8O15PS2 in total at a distorted geometry. Source: OMol25; level of theory: the ωB97M-V functional and the def2-TZVPD basis.

Structure (XYZ):
```
133
C37H65BrF4N8O15PS2 | OMol25 | the ωB97M-V functional and the def2-TZVPD basis
C -4.56529 -4.83796 1.68492
C -3.14796 -4.44752 2.09387
C -2.12085 -4.75872 0.98420
F -1.30533 -5.83537 1.34089
C -1.25214 -3.56441 0.61408
N -0.44493 -2.94191 1.42930
C -0.22666 -3.53164 2.78444
C 0.89078 -3.06786 3.69580
S 0.47436 -1.54572 4.59099
C 2.09770 -1.01081 4.89688
N 2.51657 0.23211 4.92343
N 3.86316 0.17232 5.28141
C 4.13858 -1.09423 5.42118
O 3.07203 -1.91103 5.20248
C 0.06818 -1.66535 0.83194
O -0.91927 -0.61596 1.16915
C -1.80699 -0.87923 2.06111
N -2.57648 -1.12960 2.84160
P 1.72520 -0.98865 1.69424
O 2.63538 -0.84291 0.33545
Br 1.24816 1.18105 1.90818
C -0.05217 -1.96418 -0.72315
C -0.41886 -0.78370 -1.68032
C 0.59583 -0.07614 -2.60418
C 1.35471 1.13625 -2.05001
S 1.28993 2.59448 -3.14561
C 1.15600 -2.74067 -1.29180
C 1.91369 -3.80019 -0.46310
N 1.08385 -4.90253 -0.03289
N 2.41816 -3.18864 0.76487
N 2.95221 -4.32371 -1.37617
C -1.38248 -2.86182 -0.69854
N -2.54175 -1.95843 -0.42169
C -1.77552 -3.68667 -1.95039
C -1.24624 -5.06391 -2.36795
C -2.14983 -5.68406 -3.39162
F -3.12204 -6.49791 -2.89911
C -2.05892 -5.52520 -4.69928
F -1.17017 -4.70768 -5.25536
F -2.78721 -6.13098 -5.61819
H -5.25667 -4.62378 2.50156
H -4.90119 -4.23584 0.83490
H -4.64339 -5.89312 1.42077
H -2.83474 -4.93595 3.01642
H -3.14384 -3.37122 2.29885
H -2.69100 -5.06111 0.10134
H -0.09986 -4.60204 2.63291
H -1.17010 -3.38856 3.31603
H 1.83865 -2.95567 3.17593
H 1.01939 -3.88084 4.41623
H 5.07548 -1.56050 5.68437
H 3.06194 0.02552 0.32196
H -1.16229 -1.18876 -2.37263
H -0.95374 -0.01217 -1.12480
H 1.27826 -0.77192 -3.09505
H -0.01831 0.32147 -3.41732
H 2.40908 0.92301 -1.90455
H 0.89843 1.47300 -1.12730
H 2.49438 2.47348 -3.70851
H 1.92104 -2.02481 -1.58600
H 0.82746 -3.20823 -2.22314
H 1.06963 -5.59103 -0.77102
H 1.48475 -5.36321 0.77784
H 3.20215 -2.58843 0.53210
H 2.79400 -3.91750 1.36706
H 3.58616 -4.91889 -0.84972
H 3.51559 -3.57273 -1.76336
H -3.30853 -2.48755 -0.01467
H -2.89392 -1.57293 -1.29225
H -1.65367 -3.02101 -2.81171
H -2.85822 -3.82442 -1.85525
H -0.24796 -5.01671 -2.80700
H -1.21454 -5.76869 -1.54197
C 2.27207 4.58109 -8.71314
C 2.87319 3.20996 -8.92842
O 4.30999 3.22954 -8.86675
C 4.83377 3.31179 -7.64877
O 4.22273 3.32047 -6.60928
O 6.15861 3.36733 -7.76894
C 6.86697 3.51350 -6.53564
H 2.68377 5.29215 -9.42977
H 1.19180 4.53581 -8.85056
H 2.47650 4.94672 -7.70842
H 2.65433 2.84713 -9.93028
H 2.49232 2.48464 -8.20949
H 6.59526 2.72391 -5.83847
H 6.65732 4.48451 -6.09056
H 7.91930 3.44157 -6.79124
C -3.95697 2.22657 2.22488
C -2.51818 2.51834 1.86064
O -2.40043 3.38347 0.72116
C -2.64621 4.67630 0.95809
O -2.90319 5.15701 2.03009
O -2.53638 5.33376 -0.19111
C -2.81243 6.73785 -0.09989
H -4.49152 1.82261 1.36348
H -3.99426 1.49697 3.03408
H -4.46586 3.13173 2.55019
H -2.00956 1.60768 1.54671
H -1.96750 2.94077 2.70147
H -2.18824 7.20655 0.65668
H -3.86306 6.89961 0.13418
H -2.58235 7.15462 -1.07484
C 0.40478 -5.07494 7.61443
C 0.87609 -6.51215 7.63315
O 0.13480 -7.33981 6.71440
C 0.45099 -7.21618 5.43693
O 1.30723 -6.50116 4.97020
O -0.35477 -8.00512 4.72130
C -0.08284 -7.96455 3.32127
H -0.66523 -5.02221 7.81786
H 0.93067 -4.50461 8.37924
H 0.59802 -4.61095 6.64768
H 0.69230 -6.96341 8.60483
H 1.93947 -6.59454 7.41210
H 0.94771 -8.25093 3.11996
H -0.26865 -6.96197 2.94763
H -0.76537 -8.66356 2.84767
C 0.00056 13.31001 -1.55882
C -1.16806 12.43015 -1.94290
O -1.32483 11.31182 -1.05025
C -1.86962 11.59803 0.13022
O -2.27381 12.67234 0.48836
O -1.91401 10.47379 0.84894
C -2.43102 10.64076 2.17409
H 0.91761 12.72209 -1.50628
H 0.13231 14.09377 -2.30455
H -0.16407 13.78036 -0.59125
H -1.00255 11.97366 -2.91656
H -2.10049 12.99249 -1.98106
H -3.40970 11.11394 2.14980
H -1.74828 11.23931 2.77419
H -2.50885 9.63988 2.58829
```

Summary:
Max |F| = 4.05 eV Å⁻¹
Spin multiplicity = 1
Lowest unoccupied orbital energy = -3.940 eV
Charge = +1
HOMO-LUMO gap = 7.0 eV

Here are the Mulliken charges for atoms 1 to 99, given in e: C -1.5113; C -0.5025; C -0.1848; F -0.3273; C 0.4161; N 0.6188; C -0.5355; C -1.3335; S -0.2387; C 0.6409; N -0.1849; N -0.4918; C -0.0091; O -0.2152; C 0.4090; O 0.7292; C 0.5843; N -0.6591; P -0.2383; O -0.4436; Br -0.2358; C 2.0653; C -1.0541; C -1.2241; C -0.1530; S -0.1712; C -3.7408; C 0.3704; N -0.3570; N -0.4791; N -0.7109; C 0.1535; N -0.3536; C -1.8995; C 0.3531; C -0.4879; F -0.3076; C 0.5294; F -0.2106; F -0.2316; H 0.4718; H 0.2960; H 0.3905; H 0.4813; H -0.0191; H 0.5834; H -0.3370; H 0.4194; H 0.3001; H 0.9061; H 0.4215; H 0.4723; H 0.3320; H 0.4108; H 0.4537; H 0.6816; H 0.1947; H -0.1088; H 0.1452; H 1.2294; H 0.7482; H 0.3519; H 0.3935; H 0.3075; H 0.3383; H 0.2676; H 0.3046; H 0.2424; H 0.4110; H 0.2620; H 0.5836; H 0.4669; H 0.0894; C -1.0715; C -0.1931; O -0.3445; C 0.7956; O -0.5562; O -0.3355; C -0.6243; H 0.2980; H 0.3544; H 0.2983; H 0.2855; H 0.3005; H 0.2819; H 0.2947; H 0.2179; C -1.3100; C 0.9433; O -0.3010; C 0.7009; O -0.5678; O -0.3553; C -0.6430; H 0.3116; H 0.3498; H 0.4277; H -0.8047

A structure of composition C35H50As3CoN2OSeTe. Source: OMol25; level of theory: the ωB97M-V functional and the def2-TZVPD basis.

Structure (XYZ):
```
94
C35H50As3CoN2OSeTe | OMol25 | the ωB97M-V functional and the def2-TZVPD basis
Co 0.39843 1.37572 -1.41352
C -0.79467 -1.94363 -1.80085
As 0.00859 -0.45156 -2.75010
C 1.47085 -1.35533 -3.64816
C -1.10606 -0.09904 -4.31741
C -2.55532 0.41353 -4.21657
C -3.04729 0.51024 -5.66955
C -2.61629 1.83065 -3.62739
As -1.83925 2.14769 -1.85567
C -3.25912 1.89673 -0.54906
C -1.75183 4.08595 -1.89431
C -3.41844 -0.57677 -3.41945
As -5.37822 -0.62169 -3.78914
C -6.02832 0.56815 -2.36755
C -5.66377 -2.29238 -2.80001
H -1.14901 -2.68702 -2.51453
H -1.62038 -1.60888 -1.17696
H -0.03390 -2.40005 -1.17226
H 1.06319 -2.18467 -4.22578
H 2.19876 -1.72644 -2.92887
H 1.97314 -0.64937 -4.30522
H -1.10956 -1.03935 -4.87607
H -0.50082 0.61184 -4.88812
H -2.33582 1.07420 -6.27548
H -4.01459 1.00937 -5.72977
H -3.16069 -0.48190 -6.11152
H -3.64747 2.19320 -3.62281
H -2.04871 2.50308 -4.27827
H -4.16845 2.40694 -0.86088
H -2.91112 2.32607 0.39095
H -3.46878 0.84068 -0.39397
H -2.73607 4.50701 -2.09731
H -1.05633 4.39224 -2.67449
H -1.38358 4.44275 -0.93496
H -3.27669 -0.45153 -2.34116
H -3.09933 -1.59672 -3.65622
H -5.79439 1.60655 -2.60015
H -5.60893 0.30500 -1.39712
H -7.11294 0.47428 -2.32104
H -5.31540 -3.13520 -3.39541
H -6.72994 -2.41988 -2.61728
H -5.13912 -2.28026 -1.84338
C 1.85831 -5.88270 3.92541
C 1.93312 -4.59644 3.15510
C 3.14901 -4.07828 2.73211
C 3.23226 -2.88626 2.02691
C 4.59435 -2.43180 1.57192
C 2.04673 -2.17179 1.75608
Te 2.46380 -0.44234 0.59180
N 0.72707 0.48152 0.39978
C 0.52014 1.70667 0.98249
O 0.36705 2.65089 0.17067
C 0.36440 1.93860 2.42613
C 0.37346 3.25045 2.90234
C 0.21212 3.48906 4.25510
C 0.02955 2.42680 5.13300
C 0.01303 1.12180 4.66183
C 0.18892 0.87908 3.30996
C 3.30306 0.73108 2.12799
C 3.20042 0.32152 3.45183
C 3.67019 1.14735 4.45625
C 4.22454 2.37653 4.12395
C 4.31762 2.77088 2.80047
C 3.85994 1.95890 1.76336
C 3.93603 2.43610 0.34163
C 0.79825 -2.69770 2.12424
C -0.55080 -2.10936 1.79659
C 0.78187 -3.89932 2.82715
H 2.83455 -6.35742 4.00263
H 1.17423 -6.58371 3.44630
H 1.48775 -5.70473 4.93608
H 4.06069 -4.62491 2.94288
H 5.33113 -3.20034 1.79410
H 4.91951 -1.51840 2.07245
H 4.64079 -2.26307 0.49038
H 0.51726 4.06585 2.20618
H 0.22466 4.50392 4.62939
H -0.10182 2.62006 6.18972
H -0.13302 0.29708 5.34735
H 0.17886 -0.13062 2.92983
H 2.77112 -0.64130 3.69858
H 3.59984 0.83626 5.48981
H 4.59141 3.03212 4.90277
H 4.75877 3.72871 2.55407
H 4.69267 3.21194 0.23867
H 2.98323 2.86562 0.01612
H 4.19318 1.64421 -0.36232
H -0.50554 -1.26194 1.13167
H -1.07010 -1.79849 2.70621
H -1.17155 -2.88046 1.33637
H -0.18155 -4.30727 3.11528
Se 1.60964 2.53027 -3.20573
C 2.96791 1.34775 -2.87689
N 3.77956 0.57744 -2.57915
```

Summary:
Max |F| = 0.50 eV Å⁻¹
Spin multiplicity = 2
Lowest unoccupied orbital energy (spin up / spin down) = -2.935 / -2.906 eV
Charge = +1
HOMO-LUMO gap (spin up / spin down) = 7.4 / 7.5 eV

Table of Mulliken atomic charges, one value per atom, all in e: Co 0.0737; C -1.4542; As 0.7526; C -1.2475; C -1.8432; C 2.2477; C -2.3458; C -1.6562; As 0.5055; C -1.4166; C -1.2350; C -0.9436; As 0.2711; C -1.0539; C -1.1846; H 0.6006; H 0.1889; H 0.4859; H 0.4865; H 0.3027; H 0.4447; H 0.6491; H 0.4852; H 0.5164; H 0.5613; H 0.4501; H 0.5734; H 0.6116; H 0.4903; H 0.4896; H 0.2723; H 0.4493; H 0.3984; H 0.3305; H -0.2288; H 0.7312; H 0.2370; H 0.2573; H 0.4911; H 0.3490; H 0.4162; H 0.3139; C -1.6261; C 0.4728; C -0.8915; C 1.0019; C -1.8197; C 0.5240; Te 0.8718; N -0.2548; C 0.5295; O -0.7868; C 0.2022; C -0.4912; C -0.8618; C -0.4645; C -0.8267; C 0.3843; C 0.7636; C -0.4813; C -0.8080; C -0.8353; C -0.7480; C 0.9163; C -1.6796; C 1.3354; C -2.1626; C -0.8224; H 0.3638; H 0.3799; H 0.3347; H 0.3510; H 0.4890; H 0.2682; H 0.3222; H 0.5380; H 0.4715; H 0.4445; H 0.4706; H 0.6393; H 0.4477; H 0.4716; H 0.4284; H 0.4818; H 0.5325; H 0.1883; H 0.2632; H -0.3160; H 0.5548; H 0.6050; H 0.4818; Se -0.1834; C 0.3021; N -0.5959

A structure of composition C13H7Cl2IrNO4S at a distorted geometry. Source: OMol25; level of theory: the ωB97M-V functional and the def2-TZVPD basis.

Structure (XYZ):
```
29
C13H7Cl2IrNO4S | OMol25 | the ωB97M-V functional and the def2-TZVPD basis
Ir 0.09783 0.14152 -0.33530
O -2.47739 -2.93144 0.39773
C -1.70840 -1.88388 0.38089
O -0.97338 -1.65411 -0.59054
C -1.72564 -0.96341 1.52983
C -2.49623 -0.99371 2.67242
C -2.35209 0.02497 3.61080
C -1.43784 1.04950 3.40234
C -0.69491 1.01667 2.23515
N -0.84688 0.03933 1.35860
C 0.35841 2.04834 1.77214
O 0.62260 2.98095 2.47118
O 0.86031 1.74968 0.59349
H -2.35089 -3.44562 -0.41875
H -3.20879 -1.79708 2.80362
H -2.96420 0.04220 4.50223
H -1.30678 1.86199 4.10346
Cl 1.19441 0.25054 -2.39944
C 0.15972 1.11547 -3.49944
C 0.60060 1.30219 -4.79417
C -0.19934 2.00579 -5.67592
C -1.41981 2.50882 -5.25600
C -1.84062 2.29906 -3.95469
Cl -3.35485 2.91295 -3.41230
C -1.05305 1.59045 -3.04541
S -1.68028 1.36861 -1.42623
H 1.55723 0.90677 -5.10866
H 0.13611 2.16418 -6.69079
H -2.05577 3.06724 -5.92887
```

Summary:
Max |F| = 2.16 eV Å⁻¹
Spin multiplicity = 1
Lowest unoccupied orbital energy = -5.415 eV
Charge = +1
HOMO-LUMO gap = 6.2 eV

Table of natural (NBO) atomic charges, one value per atom, all in e: Ir 0.9422; O -0.5967; C 0.8012; O -0.5802; C 0.0496; C -0.1483; C -0.1336; C -0.1446; C 0.1266; N -0.3819; C 0.7477; O -0.5167; O -0.6805; H 0.5310; H 0.2612; H 0.2553; H 0.2762; Cl 0.1757; C -0.0988; C -0.2020; C -0.1858; C -0.1920; C -0.0789; Cl 0.0677; C -0.1471; S 0.1191; H 0.2429; H 0.2422; H 0.2484

The molecule C10H8F3N5S at a distorted geometry. Source: OMol25; level of theory: the ωB97M-V functional and the def2-TZVPD basis.

Structure (XYZ):
```
27
C10H8F3N5S | OMol25 | the ωB97M-V functional and the def2-TZVPD basis
F -0.92897 -1.41405 1.52064
C 0.43697 -1.59418 1.28146
F 0.97145 -2.00314 2.53555
F 0.69805 -2.54313 0.47843
C 1.13645 -0.13040 0.62181
C 1.66623 0.74951 1.75797
C 2.21426 1.94392 1.38459
C 2.56170 2.08507 -0.08574
C 1.94301 1.27378 -0.96700
C 1.11188 0.10549 -0.56759
N 0.59932 -0.73374 -1.31481
C -0.67422 -0.92431 -1.52827
S -1.42789 -2.09946 -2.72129
N -1.71945 -0.25671 -0.78934
N -1.38220 1.10466 -0.53203
C -1.16858 2.23867 -1.11300
N -1.01779 3.23980 -0.52699
N -1.22039 2.88965 0.85897
C -1.42386 1.43787 0.82290
H -1.83754 1.01285 1.80626
H -0.88199 2.16341 -2.30767
H -2.72860 -0.39831 -0.78505
H 1.08193 -1.28581 -1.98873
H 1.79128 1.49549 -1.82771
H 3.24411 2.87098 -0.41822
H 2.82527 2.37833 2.02091
H 1.59943 0.50036 2.68508
```

Summary:
Max |F| = 17.02 eV Å⁻¹
Structure (SMILES) = FC(F)(F)c1ccccc1NC(=S)Nn1cnnc1
Spin multiplicity = 1
Lowest unoccupied orbital energy = -0.176 eV
HOMO-LUMO gap = 8.5 eV

Table of natural (NBO) atomic charges, one value per atom, all in e: F -0.3442; C 0.9805; F -0.3521; F -0.2911; C -0.0014; C -0.1522; C -0.1618; C -0.1571; C -0.1841; C 0.0335; N -0.5915; C 0.3773; S -0.3077; N -0.4516; N -0.2796; C 0.2141; N -0.2886; N -0.2819; C 0.0905; H 0.2666; H 0.1763; H 0.4465; H 0.4457; H 0.1789; H 0.2269; H 0.2019; H 0.2064